No. 1
Formula: C21H30N6O10
Source: the OMol25 dataset
Level of theory: ωB97M-V/def2-TZVPD

CARTESIAN COORDINATES (ANGSTROEM)
O -4.22 0.78 -1.73
N -4.19 -0.33 -1.17
C -3.01 -1.07 -1.10
C -1.79 -0.75 -1.67
N -1.59 0.39 -2.42
C -0.28 1.07 -2.55
C 0.49 0.67 -3.84
O 1.01 -0.66 -3.67
C 1.71 1.57 -4.15
O 2.45 1.80 -2.94
C 1.40 2.93 -4.83
O 0.03 3.34 -4.64
C 1.69 2.89 -6.34
O 3.10 2.94 -6.56
N -0.71 -1.59 -1.54
C -0.82 -2.78 -0.89
O 0.13 -3.54 -0.85
N -1.95 -3.11 -0.21
C -3.06 -2.33 -0.36
O -4.06 -2.74 0.20
H -2.42 0.99 -2.46
H 0.35 0.85 -1.68
H -0.46 2.15 -2.55
H -0.21 0.68 -4.69
H 1.87 -0.60 -3.21
H 2.37 1.01 -4.83
H 2.02 2.49 -2.40
H 2.05 3.70 -4.40
H -0.13 4.21 -5.04
H 1.26 1.99 -6.78
H 1.23 3.76 -6.83
H 3.32 2.87 -7.51
H 0.01 -1.53 -2.25
H -2.06 -4.06 0.11
C -1.71 -1.99 5.66
N -0.80 -3.10 5.41
C 0.27 -3.10 4.61
O 0.93 -4.13 4.49
C 0.65 -1.83 3.82
C -0.05 -1.83 2.45
C -0.37 -0.46 1.90
C 0.66 0.36 1.38
C 0.36 1.65 0.89
C -0.98 2.10 0.88
O -1.28 3.33 0.38
C -2.01 1.28 1.38
C -1.70 0.01 1.90
N 2.11 -1.73 3.63
C 2.90 -0.69 3.88
C 2.35 0.55 4.55
O 4.08 -0.73 3.57
H -2.15 -1.63 4.73
H -2.52 -2.32 6.32
H -1.19 -1.16 6.15
H -0.98 -3.98 5.87
H 0.29 -0.97 4.38
H 0.56 -2.38 1.73
H -0.99 -2.38 2.54
H 1.68 -0.01 1.36
H 1.15 2.27 0.50
H -0.53 3.92 0.41
H -3.03 1.63 1.36
H -2.50 -0.62 2.28
H 2.57 -2.55 3.26
H 1.54 0.97 3.95
H 1.99 0.29 5.54
H 3.15 1.28 4.64

Calculated values
HOMO level, eV: -8.75
ΔE to the lowest compared entry with this formula, charge and spin, kJ/mol: 38.5
Structure (SMILES): O=Nc1c(NC[C@H](O)[C@H](O)[C@H](O)CO)[nH]c(=O)[nH]c1=O.CNC(=O)[C@H](Cc1ccc(O)cc1)NC(C)=O
Lowest unoccupied orbital energy, hartree: -0.009
HOMO-LUMO gap, eV: 8.50
Spin multiplicity: 1

Löwdin atomic charge list, values in e, 5 entries: -0.064 0.020 -0.135 -0.171 0.129


No. 2
Formula: C5H8BO3
Source: the OMol25 dataset
Level of theory: ωB97M-V/def2-TZVPD

CARTESIAN COORDINATES (ANGSTROEM)
B 0.40 -0.47 0.43
C 3.21 0.36 -0.11
C -0.15 0.39 -0.85
C -1.55 0.55 -0.50
C -1.93 -0.77 0.05
C -0.74 -1.06 0.99
O 3.92 0.94 0.68
O 3.11 0.09 -1.25
O 1.91 -0.25 0.91
H 0.13 1.34 -1.20
H -0.31 -0.15 -1.76
H -1.53 1.26 0.38
H -2.25 1.07 -1.17
H -2.93 -0.65 0.46
H -2.04 -1.37 -0.79
H -1.07 -1.53 2.00
H 1.83 0.24 1.74

Calculated values
HOMO level, eV: -3.21
ΔE to the lowest compared entry with this formula, charge and spin, kJ/mol: 86.7
Lowest unoccupied orbital energy, hartree: 0.134
Net charge: -1
HOMO-LUMO gap, eV: 6.85
Spin multiplicity: 1

Löwdin atomic charge list, values in e, 5 entries: -0.426 -0.602 -0.169 -0.349 -0.282


No. 3
Formula: C17H41N2OP2Pr
Source: the OMol25 dataset
Level of theory: ωB97M-V/def2-TZVPD

CARTESIAN COORDINATES (ANGSTROEM)
Pr -0.88 -0.04 0.38
P 0.16 -2.23 -1.08
P 0.37 2.43 0.91
N 0.62 0.77 -1.40
C 0.96 -1.53 -2.56
H 1.90 -2.08 -2.69
H 0.35 -1.73 -3.46
C 1.37 0.00 -2.42
H 2.48 0.04 -2.20
H 1.22 0.39 -3.48
C 0.86 2.16 -1.79
H -0.09 2.60 -2.13
H 1.55 2.33 -2.66
C 1.34 2.92 -0.53
H 1.41 4.01 -0.69
H 2.33 2.48 -0.39
C 1.21 3.22 2.34
C 2.19 2.24 2.95
H 2.97 1.95 2.27
H 1.69 1.33 3.30
H 2.65 2.70 3.81
C -1.22 3.35 0.53
C -2.41 2.96 1.44
H -3.35 3.07 0.87
H -2.46 3.62 2.31
H -2.39 1.91 1.83
C -1.48 -2.87 -1.75
C -2.28 -3.66 -0.70
H -3.30 -3.79 -1.09
H -2.36 -3.13 0.27
H -1.83 -4.66 -0.54
C 1.15 -3.64 -0.50
C 0.78 -4.04 0.92
H 1.47 -4.83 1.25
H -0.23 -4.44 1.00
H 0.87 -3.22 1.63
C 1.41 -0.51 0.84
O 2.58 -0.61 0.89
C -0.97 4.87 0.45
H 0.08 5.15 0.63
H -1.22 5.23 -0.56
H -1.60 5.41 1.17
C -1.38 -3.60 -3.12
H -2.17 -4.38 -3.16
H -1.57 -2.88 -3.95
H -0.40 -4.06 -3.28
C 1.17 -4.83 -1.46
H 1.83 -5.60 -1.04
H 0.18 -5.30 -1.58
H 1.56 -4.57 -2.45
C 0.22 3.78 3.38
H -0.51 3.01 3.71
H 0.80 4.09 4.26
H -0.34 4.67 3.02
H 1.75 4.06 1.87
H 2.16 -3.20 -0.49
H -1.48 3.03 -0.49
H -2.05 -1.93 -1.97
H -1.36 0.63 -2.41
H -1.91 0.43 -2.99
N -1.10 -0.79 2.92
H -1.73 -1.57 3.11
H -1.40 -0.02 3.54
H -0.17 -1.07 3.23

Calculated values
HOMO level (alpha / beta), eV: -13.75 / -13.84
Lowest unoccupied orbital energy (alpha / beta), hartree: -0.245 / -0.239
Net charge: +2
HOMO-LUMO gap (alpha / beta), eV: 7.10 / 7.33
Spin multiplicity: 3

Löwdin atomic charge list, values in e, 5 entries: 0.814 0.958 0.968 -0.320 -0.268


No. 4
Formula: C32H37AsBrCl2CuN3O2Si2
Source: the OMol25 dataset
Level of theory: ωB97M-V/def2-TZVPD

CARTESIAN COORDINATES (ANGSTROEM)
Cu -0.01 0.79 0.38
Br -1.84 -4.22 -4.51
C -1.68 -2.64 -3.48
C -2.10 -1.43 -4.03
C -1.98 -0.27 -3.29
C -1.45 -0.31 -2.00
C -1.03 -1.53 -1.47
C -1.15 -2.70 -2.21
N -1.27 0.84 -1.19
C -1.89 1.93 -1.41
C -1.63 3.10 -0.56
C -2.39 4.25 -0.69
C -2.12 5.32 0.16
C -1.11 5.19 1.10
C -0.40 3.99 1.15
N -0.65 2.98 0.34
H -2.49 -1.40 -5.04
H -2.26 0.67 -3.74
H -0.62 -1.55 -0.47
H -0.82 -3.64 -1.79
H -2.64 2.02 -2.19
H -3.17 4.31 -1.43
H -2.69 6.24 0.08
H -0.87 5.99 1.78
H 0.39 3.84 1.88
Cl 3.25 -2.95 0.49
C 4.51 -1.99 -0.24
C 5.82 -2.23 0.15
C 6.85 -1.51 -0.43
C 6.55 -0.57 -1.40
C 5.24 -0.35 -1.78
Cl 4.98 0.79 -3.08
C 4.16 -1.02 -1.19
N 2.83 -0.85 -1.54
C 2.25 0.40 -1.93
C 1.54 0.42 -3.12
C 0.97 1.59 -3.59
C 1.12 2.76 -2.87
C 1.82 2.73 -1.67
C 2.38 1.56 -1.17
C 3.16 1.59 0.12
C 2.78 0.56 1.20
O 3.65 0.20 1.98
O 1.55 0.17 1.26
H 6.01 -2.98 0.90
H 7.87 -1.67 -0.12
H 7.33 0.00 -1.88
H 2.21 -1.42 -0.97
H 1.46 -0.51 -3.69
H 0.44 1.59 -4.54
H 0.71 3.69 -3.23
H 1.93 3.65 -1.10
H 3.03 2.58 0.58
H 4.23 1.47 -0.06
C -3.64 -2.49 0.91
Si -3.69 -0.71 1.51
C -4.85 -0.59 2.97
C -4.42 0.33 0.12
As -1.66 0.27 2.21
Si -0.63 -1.60 3.24
C 0.80 -1.01 4.27
C -0.04 -2.81 1.93
C -1.87 -2.45 4.37
H -4.65 -2.81 0.66
H -3.25 -3.17 1.67
H -3.02 -2.60 0.01
H -5.84 -0.98 2.70
H -4.98 0.44 3.29
H -4.49 -1.17 3.83
H -5.49 0.10 0.01
H -3.94 0.12 -0.84
H -4.33 1.40 0.33
H 1.58 -0.59 3.64
H 1.22 -1.85 4.83
H 0.48 -0.26 5.00
H 0.69 -2.29 1.30
H -0.86 -3.19 1.32
H 0.47 -3.66 2.40
H -2.25 -1.76 5.13
H -1.37 -3.27 4.89
H -2.73 -2.87 3.84

Calculated values
HOMO level (alpha / beta), eV: -7.49 / -7.72
ΔE to the lowest compared entry with this formula, charge and spin, kJ/mol: 21.5
Lowest unoccupied orbital energy (alpha / beta), hartree: -0.047 / -0.055
HOMO-LUMO gap (alpha / beta), eV: 6.22 / 6.24
Spin multiplicity: 2

Löwdin atomic charge list, values in e, 5 entries: 0.163 0.758 -0.686 -0.111 -0.022


No. 5
Formula: C26H57AsF5N10STi
Source: the OMol25 dataset
Level of theory: ωB97M-V/def2-TZVPD

CARTESIAN COORDINATES (ANGSTROEM)
Ti 0.21 -0.37 0.38
C 2.41 -3.68 1.70
N 2.53 -3.90 0.27
C 3.32 -5.06 -0.12
C 1.92 -3.07 -0.62
N 0.74 -2.51 -0.35
C -0.25 -3.51 0.09
C -1.63 -2.92 -0.14
N -1.81 -1.75 0.71
C -1.93 -2.16 2.13
C -0.68 -1.81 2.93
N -0.26 -0.44 2.67
C -0.36 0.43 3.64
N -1.13 0.24 4.78
C -0.62 0.58 6.09
C -2.52 -0.16 4.73
N 0.33 1.59 3.63
C 1.53 1.75 2.83
C -0.20 2.82 4.18
C -2.96 -0.93 0.29
C -2.69 0.54 0.55
N -1.47 0.90 -0.17
C -1.54 1.77 -1.16
N -2.49 2.75 -1.22
C -2.94 3.46 -0.04
C -3.05 3.22 -2.47
N -0.66 1.71 -2.19
C 0.02 0.49 -2.60
C -0.16 2.91 -2.84
N 2.53 -2.92 -1.80
C 1.79 -2.52 -2.99
C 3.98 -2.86 -1.94
H 3.39 -3.79 2.16
H 2.06 -2.67 1.88
H 1.73 -4.40 2.17
H 2.98 -5.92 0.46
H 3.17 -5.27 -1.17
H 4.39 -4.92 0.07
H -0.16 -4.42 -0.51
H -0.15 -3.82 1.13
H -1.69 -2.61 -1.19
H -2.41 -3.67 0.04
H -2.79 -1.65 2.56
H -2.14 -3.23 2.19
H -0.86 -1.98 4.00
H 0.13 -2.48 2.65
H 0.44 0.78 6.04
H -1.13 1.45 6.52
H -0.78 -0.27 6.77
H -2.92 -0.02 3.73
H -2.68 -1.20 5.03
H -3.09 0.47 5.41
H 1.31 2.27 1.90
H 2.25 2.35 3.39
H 1.96 0.78 2.62
H -1.23 2.68 4.52
H 0.40 3.18 5.02
H -0.20 3.59 3.40
H -3.10 -1.05 -0.78
H -3.88 -1.26 0.79
H -3.56 1.13 0.24
H -2.54 0.71 1.62
H -2.39 3.14 0.84
H -2.76 4.53 -0.17
H -4.01 3.30 0.13
H -2.77 2.55 -3.28
H -4.14 3.22 -2.39
H -2.72 4.23 -2.72
H -0.28 -0.39 -2.02
H -0.22 0.27 -3.64
H 1.10 0.61 -2.51
H -0.49 3.79 -2.31
H 0.93 2.89 -2.81
H -0.48 2.95 -3.89
H 2.09 -1.52 -3.30
H 0.73 -2.52 -2.77
H 2.00 -3.22 -3.80
H 4.35 -3.69 -2.54
H 4.24 -1.92 -2.43
H 4.45 -2.87 -0.97
F 3.21 -0.57 0.87
C 2.45 0.23 -0.02
F 2.72 -0.34 -1.29
C 3.30 1.51 -0.15
F 3.48 2.15 1.01
F 2.71 2.37 -1.00
F 4.53 1.27 -0.64
C 1.06 7.61 0.92
As 1.67 5.85 0.42
C 2.44 6.06 -1.33
C 3.16 5.49 1.58
S 0.16 4.42 0.48
H 1.87 8.34 0.81
H 0.73 7.58 1.96
H 0.22 7.88 0.28
H 3.20 6.84 -1.32
H 1.64 6.32 -2.03
H 2.88 5.11 -1.63
H 3.86 6.33 1.54
H 3.65 4.58 1.25
H 2.79 5.36 2.59

Calculated values
HOMO level (alpha / beta), eV: -8.48 / -10.42
ΔE to the lowest compared entry with this formula, charge and spin, kJ/mol: 0.0
Lowest unoccupied orbital energy (alpha / beta), hartree: -0.053 / -0.053
Net charge: +1
HOMO-LUMO gap (alpha / beta), eV: 7.04 / 8.98
Spin multiplicity: 3

Löwdin atomic charge list, values in e, 5 entries: 0.876 -0.044 -0.130 -0.043 -0.405


No. 6
Formula: C3H8FNO5PS
Source: the OMol25 dataset
Level of theory: ωB97M-V/def2-TZVPD

CARTESIAN COORDINATES (ANGSTROEM)
N -0.10 2.97 -0.35
P 0.68 1.71 -0.01
O 1.61 1.71 1.26
O 1.69 1.19 -1.09
S -0.78 0.11 0.39
C 0.11 -1.44 0.84
O 0.82 -1.14 1.99
O 0.64 -2.22 2.92
C -1.58 -0.37 -1.16
C -0.68 -0.36 -2.37
O -0.38 0.59 -2.99
F -0.23 -1.59 -2.63
H -1.11 2.89 -0.37
H 1.15 2.16 1.99
H 2.40 0.62 -0.76
H -0.66 -2.18 1.03
H 0.74 -1.76 0.01
H 0.04 -1.83 3.59
H -2.41 0.31 -1.32
H -1.96 -1.37 -0.98

Calculated values
HOMO level, eV: -14.44
Lowest unoccupied orbital energy, hartree: -0.152
Net charge: +1
HOMO-LUMO gap, eV: 10.32
Spin multiplicity: 1

Löwdin atomic charge list, values in e, 5 entries: -0.094 0.313 -0.106 -0.092 1.084


No. 7
Formula: C12H24Br6O8S2
Source: the OMol25 dataset
Level of theory: ωB97M-V/def2-TZVPD

CARTESIAN COORDINATES (ANGSTROEM)
O -0.16 16.78 1.41
C 0.18 15.59 1.19
O 1.42 15.33 0.67
C 1.86 14.01 0.81
C 0.72 13.27 1.62
C -0.49 14.22 1.62
H 2.82 13.89 1.32
H 1.94 13.51 -0.16
H 0.78 13.10 2.70
H 0.39 12.31 1.22
H -0.95 14.32 2.60
H -1.28 13.86 0.96
O 0.02 16.79 -2.67
S 1.41 16.87 -2.18
O 2.53 16.24 -2.86
O 1.81 18.49 -2.05
C 3.06 18.86 -1.49
C 3.46 20.35 -1.70
C 1.29 16.37 -0.38
H 3.85 18.27 -1.95
H 3.05 18.70 -0.41
H 2.64 21.03 -1.48
H 3.54 20.51 -2.78
H 4.47 20.60 -1.38
H 0.63 17.12 0.06
H 2.27 16.61 0.02
H 0.85 15.38 -0.32
O -2.54 17.53 -2.24
S -2.60 17.26 -3.64
O -3.64 16.36 -4.20
O -2.63 18.69 -4.50
C -2.55 19.89 -3.68
C -3.95 20.20 -3.15
C -0.95 16.73 -4.04
H -2.03 20.68 -4.21
H -1.99 19.58 -2.80
H -4.68 20.51 -3.90
H -3.78 21.00 -2.44
H -4.35 19.28 -2.73
H -0.61 15.91 -3.41
H -0.39 17.64 -3.80
H -0.84 16.55 -5.11
C -4.02 16.31 1.67
Br -5.89 17.08 1.46
Br -2.62 17.80 1.78
Br -3.59 15.07 0.18
H -4.09 15.67 2.55
C -1.80 15.00 -1.11
Br -2.29 13.21 -0.25
Br -2.68 15.20 -2.97
Br 0.18 14.97 -1.47
H -1.84 15.82 -0.40

Calculated values
HOMO level, eV: -5.50
ΔE to the lowest compared entry with this formula, charge and spin, kJ/mol: 3787.4
Lowest unoccupied orbital energy, hartree: -0.017
HOMO-LUMO gap, eV: 5.03
Spin multiplicity: 1

Löwdin atomic charge list, values in e, 5 entries: -0.118 -0.438 -0.182 -0.067 -0.101


No. 8
Formula: H2N3O7S2
Source: the OMol25 dataset
Level of theory: ωB97M-V/def2-TZVPD

CARTESIAN COORDINATES (ANGSTROEM)
N 0.48 0.52 0.07
N -1.86 -0.27 -0.57
N -1.63 -1.50 0.11
O -0.81 -1.55 0.99
O -3.48 -0.63 1.19
O -2.37 -2.42 -0.26
O -1.10 2.16 -0.77
O -1.40 1.22 1.58
O -3.53 1.50 -0.01
O -4.28 -0.45 -1.19
S -1.13 1.08 0.18
S -3.54 0.08 -0.06
H 0.43 -0.07 0.84
H 0.75 -0.02 -0.79

Calculated values
HOMO level, eV: -6.48
ΔE to the lowest compared entry with this formula, charge and spin, kJ/mol: 84.9
Lowest unoccupied orbital energy, hartree: 0.118
Net charge: -1
HOMO-LUMO gap, eV: 9.67
Spin multiplicity: 1

Löwdin atomic charge list, values in e, 5 entries: -0.073 -0.155 -0.458 0.046 -0.295


What did the fourth record say?
Formula: C32H37AsBrCl2CuN3O2Si2
Source: the OMol25 dataset
Level of theory: ωB97M-V/def2-TZVPD

CARTESIAN COORDINATES (ANGSTROEM)
Cu -0.01 0.79 0.38
Br -1.84 -4.22 -4.51
C -1.68 -2.64 -3.48
C -2.10 -1.43 -4.03
C -1.98 -0.27 -3.29
C -1.45 -0.31 -2.00
C -1.03 -1.53 -1.47
C -1.15 -2.70 -2.21
N -1.27 0.84 -1.19
C -1.89 1.93 -1.41
C -1.63 3.10 -0.56
C -2.39 4.25 -0.69
C -2.12 5.32 0.16
C -1.11 5.19 1.10
C -0.40 3.99 1.15
N -0.65 2.98 0.34
H -2.49 -1.40 -5.04
H -2.26 0.67 -3.74
H -0.62 -1.55 -0.47
H -0.82 -3.64 -1.79
H -2.64 2.02 -2.19
H -3.17 4.31 -1.43
H -2.69 6.24 0.08
H -0.87 5.99 1.78
H 0.39 3.84 1.88
Cl 3.25 -2.95 0.49
C 4.51 -1.99 -0.24
C 5.82 -2.23 0.15
C 6.85 -1.51 -0.43
C 6.55 -0.57 -1.40
C 5.24 -0.35 -1.78
Cl 4.98 0.79 -3.08
C 4.16 -1.02 -1.19
N 2.83 -0.85 -1.54
C 2.25 0.40 -1.93
C 1.54 0.42 -3.12
C 0.97 1.59 -3.59
C 1.12 2.76 -2.87
C 1.82 2.73 -1.67
C 2.38 1.56 -1.17
C 3.16 1.59 0.12
C 2.78 0.56 1.20
O 3.65 0.20 1.98
O 1.55 0.17 1.26
H 6.01 -2.98 0.90
H 7.87 -1.67 -0.12
H 7.33 0.00 -1.88
H 2.21 -1.42 -0.97
H 1.46 -0.51 -3.69
H 0.44 1.59 -4.54
H 0.71 3.69 -3.23
H 1.93 3.65 -1.10
H 3.03 2.58 0.58
H 4.23 1.47 -0.06
C -3.64 -2.49 0.91
Si -3.69 -0.71 1.51
C -4.85 -0.59 2.97
C -4.42 0.33 0.12
As -1.66 0.27 2.21
Si -0.63 -1.60 3.24
C 0.80 -1.01 4.27
C -0.04 -2.81 1.93
C -1.87 -2.45 4.37
H -4.65 -2.81 0.66
H -3.25 -3.17 1.67
H -3.02 -2.60 0.01
H -5.84 -0.98 2.70
H -4.98 0.44 3.29
H -4.49 -1.17 3.83
H -5.49 0.10 0.01
H -3.94 0.12 -0.84
H -4.33 1.40 0.33
H 1.58 -0.59 3.64
H 1.22 -1.85 4.83
H 0.48 -0.26 5.00
H 0.69 -2.29 1.30
H -0.86 -3.19 1.32
H 0.47 -3.66 2.40
H -2.25 -1.76 5.13
H -1.37 -3.27 4.89
H -2.73 -2.87 3.84

Calculated values
HOMO level (alpha / beta), eV: -7.49 / -7.72
ΔE to the lowest compared entry with this formula, charge and spin, kJ/mol: 21.5
Lowest unoccupied orbital energy (alpha / beta), hartree: -0.047 / -0.055
HOMO-LUMO gap (alpha / beta), eV: 6.22 / 6.24
Spin multiplicity: 2

Löwdin atomic charge list, values in e, 5 entries: 0.163 0.758 -0.686 -0.111 -0.022